[1]
Density functional theory data (ωB97M-V/def2-TZVPD) for C37H51AsIrN8O6S2Si2 as an isolated structure at a distorted geometry.

```
! RIJCOSX wB97M-V def2-TZVPD def2/J DEFGRID3
* xyz 2 2
Si 0.8794 -2.0825 -2.8005
H -0.7828 3.0139 6.4337
Ir -1.4402 0.5974 1.8521
H -3.7608 -3.6186 2.4185
H -3.1667 -6.0004 2.2675
H -2.0821 2.3443 -1.3664
C 0.8667 2.1498 5.3999
C -3.2714 -0.4120 -1.5404
H 0.9044 -5.0351 3.1957
H 1.4323 2.8548 -0.8158
C -5.2299 0.6948 -0.6283
H -2.6588 3.3403 -2.6927
H -3.6467 -1.3994 -3.3973
H 3.3674 -2.3717 -3.0389
C 1.0189 -1.0536 0.9820
H 1.6645 3.5115 -3.4224
H 0.3267 4.5187 -3.9481
N 0.2925 -0.0069 0.6239
N 2.4557 0.2877 -0.1106
S -2.2938 -1.3337 3.1276
C -1.7716 3.0386 -2.1454
N -3.3435 0.9075 0.6126
C -1.1271 2.2810 4.4824
C -4.2228 2.2901 2.4805
H 1.4188 2.5949 0.9431
C -4.3454 1.5230 1.2063
C 1.9957 2.1723 6.2061
H 0.2831 -2.6617 3.4563
H -0.0962 2.5280 0.0400
C 0.8821 1.6030 4.0992
N -0.3826 1.7069 3.5589
H 4.2314 0.8740 0.7999
H 0.4540 -4.2379 -1.6460
N 3.3472 -1.8486 0.7557
H -6.3932 1.8032 0.7673
C -6.0232 0.3018 -1.6953
H 4.5868 3.1860 -5.1469
C 4.5586 0.7817 -1.3160
H 5.7334 0.7144 -3.7464
C 3.6696 1.0728 -0.1183
H 6.2413 2.5842 -5.2770
C -4.0623 -0.7985 -2.6031
H 4.0522 1.6410 6.2549
C 0.9681 2.2944 -0.0047
H -0.8709 -1.5506 -4.5672
C 2.0607 1.0856 3.5747
H -3.4290 0.8885 3.7213
H -2.2263 -0.6931 -1.4808
C -2.5618 2.6419 4.2701
O 4.4318 -1.6534 0.2103
C -0.4566 -3.3876 3.1491
H 1.9730 2.5668 7.2099
S 3.7428 1.4671 -2.7798
H 4.1154 0.7316 3.9939
H 4.7315 -0.2831 -1.4376
H -5.9942 -0.7655 -3.5298
C -0.6544 -2.3824 -3.9023
C 0.7439 3.5157 -3.9989
As 0.2737 0.2498 -2.0648
C -5.4120 -0.4438 -2.6820
H 1.5063 -3.3042 -0.6341
H -2.5985 3.6670 3.8812
O 3.4321 2.8377 -2.4747
H -0.5238 -3.2707 -4.5115
C 2.5360 -2.2394 -3.7244
H -2.1972 0.6376 -4.3139
H 0.6245 -1.8866 1.5335
C -0.6945 -7.1219 2.6694
C -1.0900 -5.6762 2.7523
C -1.7718 -2.9859 2.9090
N -0.4286 2.5706 5.5997
H -2.0050 2.0248 -5.3759
C -3.8607 0.3604 -0.5452
H 3.4064 2.1303 -0.1499
C 2.3368 -0.9155 0.5670
H -0.7982 0.7587 -5.3879
H -3.1097 2.6223 5.2229
C 0.6487 -3.2299 -1.2920
C -0.1155 -4.7207 3.0374
H 2.5218 -3.0967 -4.3915
H 1.0006 3.3247 -5.0369
C 3.1851 1.1257 4.3695
O 2.5506 0.6615 -3.0579
H 4.4337 0.7422 -4.9518
Si -0.5159 2.2399 -3.3609
H -3.9798 3.3280 2.2250
H 2.7301 -1.3540 -4.3193
C 5.3829 2.6720 -4.6158
H 5.4990 1.3133 -1.2119
N -3.1279 1.7476 3.2689
H 2.0860 0.6459 2.5948
H -1.3769 3.9350 -1.6760
C 4.9225 1.3065 -4.1617
O 3.0699 -2.8232 1.4420
C -2.4060 -5.2743 2.5244
O -1.5463 -7.9861 3.2370
H 5.6621 3.2854 -3.7631
N -5.4941 1.4296 0.5042
H -2.2792 -7.5619 3.7032
H -5.1842 2.2891 3.0144
C 1.1254 0.8083 -0.2067
H -0.2130 -2.9250 -0.7020
H -7.0702 0.5577 -1.7491
C -1.4689 1.3223 -4.7443
C -2.7436 -3.9383 2.5910
O 0.3126 -7.4754 2.1289
C 3.1525 1.6525 5.6627
H -1.5232 -2.5498 -3.2692
*
```

Calculated values
Largest force on an atom   2.7 eV/A
Gap between HOMO and LUMO (alpha / beta)   4.297 / 4.246 eV
<S²>   0.75
ΔE to the lowest compared entry with this formula, charge and spin   593.1 kJ/mol
HOMO (alpha / beta)   -11.31 / -11.23 eV
Total energy   -6044.8950 Ha

[2]
Density functional theory data (ωB97M-V/def2-TZVPD) for C37H51BrN2OsP2S as an isolated structure at a distorted geometry.

```
! RIJCOSX wB97M-V def2-TZVPD def2/J DEFGRID3
* xyz 4 5
H 5.7469 2.8472 -0.8876
C 0.8923 2.0395 -1.7207
H -2.7851 -3.3252 6.3220
H 0.3768 -3.2383 -0.3337
C -1.5008 -0.7383 3.6873
H -3.8104 -0.5481 -1.5700
H 6.0890 -1.9089 -3.1630
H 6.1171 1.8109 -2.2919
C 0.7059 1.2764 -2.8581
C -0.8127 3.1030 3.3710
H 0.9332 -2.2082 -4.5663
C 3.8812 -1.5399 0.2586
H 3.3533 -2.3962 -0.1860
C 6.0323 1.8308 -1.1968
H -0.0592 2.9724 0.0071
C 4.6752 -1.9486 1.5021
H -2.4029 2.7866 -0.9318
H 4.5750 1.0519 0.2512
H -2.6616 -3.9342 3.8944
H -0.4965 -2.3082 0.8367
P 5.0862 -0.9370 -0.9465
H -2.7333 -3.4270 -1.9911
H -1.0020 -4.7680 0.9395
H -4.0481 2.8784 -1.8584
C 5.0402 -2.2530 -3.2200
H -2.4783 -3.8742 0.6067
P -1.1310 -1.7385 -1.3913
C -6.1962 5.1356 -4.4892
H -4.4074 3.0616 4.8835
C -3.4058 3.0825 4.4546
C -3.9753 -1.6093 -1.8868
H 0.7957 -2.8810 -2.2325
H -5.9310 3.1293 -7.1106
H 3.9581 -0.3253 -3.0907
C -1.4735 -0.4294 5.0637
H -0.7481 -2.7193 -4.2792
H 3.1512 -0.7452 0.4724
C -3.9792 2.5157 -2.8958
H 4.9757 -3.2352 -2.7256
H -0.3362 -0.9828 -4.3734
H 1.4755 0.6705 -3.3494
H 4.7595 -2.3688 -4.2720
C -2.6347 4.2504 4.5106
H -2.0078 -1.0695 7.0541
C -1.9666 -1.3511 6.0000
C 0.2970 -1.9498 -2.5332
C -1.3360 4.2497 3.9842
H -1.8096 -2.3038 2.2288
H 7.0017 1.5785 -0.7498
H 0.2159 3.0664 3.0021
C 4.1247 -1.2504 -2.5072
Br 2.5657 2.7166 -1.0864
C 4.9248 0.8813 -0.7734
C -1.5039 -4.1397 0.1996
H -4.6356 1.7674 -5.4802
C -0.6399 -2.9200 -0.0638
H -2.9174 0.2335 1.2367
C -2.3416 -2.9456 4.2232
C -4.8963 3.1613 -3.8399
S -1.0041 0.5018 2.3817
H -3.4633 1.0027 3.8870
C -0.5346 1.2696 -3.4629
H -2.4847 -2.2882 -3.3185
Os -1.6862 0.3928 -1.0877
H -0.7235 5.1501 4.0410
C -1.7148 1.5960 -2.6993
H -4.6378 -1.5996 -2.7619
C -5.7929 3.4988 -6.0904
H -3.1996 0.9596 -4.1980
H -5.4583 4.8325 -2.4971
H 5.6401 -2.3925 1.2219
C 0.0061 -1.9650 -4.0254
H -4.4927 -2.1285 -1.0689
C -5.5310 4.3922 -3.4975
N -6.3257 4.6577 -5.7268
H -1.0983 0.5432 5.4060
C -1.6326 1.9691 3.2434
H -3.0430 5.1518 4.9814
C -1.8730 -2.0232 3.2803
H 3.1541 -1.6870 -2.2224
H 4.8832 -1.0830 2.1355
C -1.5304 2.3633 -1.4469
C -0.2007 2.3741 -0.8997
C -2.8975 1.9341 3.8448
N -1.9652 0.3464 0.9255
H -6.6725 6.1063 -4.2707
C -2.6814 -2.3537 -2.2322
H -1.6530 -4.7610 -0.6877
C -3.0741 1.5735 -3.2936
H 4.1218 -2.6764 2.1002
C -5.0852 2.7052 -5.1704
C -2.4059 -2.6120 5.5850
H 1.0086 -1.1488 -2.2882
H 4.0993 1.0088 -1.4859
H -0.6851 1.1312 -4.5351
*
```

Calculated values
Largest force on an atom   6.2 eV/A
Gap between HOMO and LUMO (alpha / beta)   5.822 / 4.553 eV
<S²>   6.08
ΔE to the lowest compared entry with this formula, charge and spin   78.0 kJ/mol
HOMO (alpha / beta)   -17.79 / -17.78 eV
Total energy   -5293.7933 Ha

[3]
Density functional theory data (ωB97M-V/def2-TZVPD) for C37H51BrN2P2PbS as an isolated structure at a distorted geometry.

```
! RIJCOSX wB97M-V def2-TZVPD def2/J DEFGRID3
* xyz 4 1
H -5.5500 -1.5431 -2.8654
C 1.5824 0.4672 0.8132
C -3.5793 -5.1198 -1.4111
H 0.3440 2.2325 -4.0796
C 7.2308 -1.6804 6.2313
H 2.2100 3.7958 -3.4505
C 2.8194 2.0023 -1.6507
H -5.9260 2.2030 4.8241
H 5.0752 -1.4785 6.3100
H -1.3086 0.9814 0.5227
Br -0.9066 -1.2213 -1.1513
H -1.7560 -2.9085 -5.9879
H -3.8805 2.1230 0.5351
H -1.8208 -0.4108 4.0630
C -3.9734 2.1968 3.9124
S -1.5644 1.9890 2.4499
C -2.4190 3.3247 1.5430
H 1.0985 1.3863 1.1250
C -2.7323 5.7440 1.2598
H 2.6765 4.0606 -0.9233
H -3.5380 -2.9586 -1.0332
H -3.7931 -5.3095 -0.3553
H -1.9488 -3.6556 -1.3433
N 8.3313 -1.9195 5.4975
C 4.4522 -1.6483 3.6159
C 3.0486 -1.7269 0.1227
H 3.5091 1.2057 -1.3538
P 1.1983 1.1629 -1.9748
C 2.7625 -0.5160 -3.6228
H -0.6143 2.7805 -2.6560
C 2.0023 -1.3226 -0.6701
C 3.2649 -1.1895 1.4100
H 3.4017 2.9360 0.2190
C -3.0065 -3.7200 -1.6057
H 1.6495 2.9072 -0.0202
H -0.5177 -4.1768 -5.7511
C 0.4085 2.6025 -3.0391
N -1.2688 0.6959 1.5063
C 5.9391 -1.6421 5.6760
C 8.2000 -2.0013 4.1713
H -2.8846 -5.8706 -1.8025
H -0.9749 -4.2874 -3.3582
C -1.9629 4.6492 1.6752
H -2.3999 6.7662 1.4712
H 2.6478 0.4238 2.7261
C 2.6152 3.0323 -0.5385
H -3.0091 -1.0827 -2.6774
H -5.3696 -1.5652 -4.6346
H 0.8879 0.3657 -4.2779
P -3.2056 -3.3515 -3.3694
H 3.6048 -1.4729 4.2866
C 6.9561 -1.9035 3.5214
C -3.5725 3.1322 0.7704
C -5.0673 1.5964 4.5308
H -4.5787 6.3879 0.3079
H -2.2411 -4.5626 -5.6475
C 1.1737 3.9267 -3.0987
H -1.0030 4.8088 2.1589
H 9.0979 -2.1847 3.5645
H 2.7990 -1.0625 -4.5696
H 0.7069 4.6047 -3.8257
C -4.3515 4.2213 0.3343
C 1.3546 -0.0431 -3.3686
H -3.9975 -1.6851 4.4316
C -2.7930 0.0927 4.0289
H -5.0310 -0.0728 -3.7518
H 7.3850 -1.5620 7.3078
H -2.9220 -1.2614 -4.4367
H 3.2482 2.4268 -2.5617
C -1.4692 -3.4944 -3.9286
C 2.4602 -0.0868 1.7720
C -3.4788 -1.5625 -3.5429
H -5.2942 4.0565 -0.2039
C -5.0757 0.2074 4.7311
C -3.9589 -0.5817 4.4079
H -3.9852 3.2619 3.6826
H 6.9330 -1.9280 2.4333
C -2.8759 1.4069 3.5481
C -3.9538 5.5364 0.6095
H 3.7826 -2.4261 -0.2904
H 1.5666 -2.0467 -1.3682
H 5.0566 -2.2923 1.7197
H 1.1453 4.4608 -2.1439
H -0.9878 -2.5452 -3.6766
C -4.9469 -1.1682 -3.7018
H 3.4723 0.3066 -3.7647
H 3.0799 -1.2140 -2.8408
C 1.4845 0.0092 -0.5612
C 5.7679 -1.7453 4.2716
H 0.7233 -0.8897 -3.0644
H -5.9468 -0.2821 5.1587
H -4.5082 -5.2232 -1.9829
C -1.4885 -3.8017 -5.4174
C 4.2842 -1.7379 2.2611
Pb -0.0002 -1.3353 1.8322
*
```

Calculated values
Largest force on an atom   4.1 eV/A
Gap between HOMO and LUMO (alpha / beta)   4.038 / 5.539 eV
ΔE to the lowest compared entry with this formula, charge and spin   280.2 kJ/mol
HOMO (alpha / beta)   -17.62 / -17.62 eV
Total energy   -5396.0868 Ha

[4]
Density functional theory data (ωB97M-V/def2-TZVPD) for C37H51BrN2P2PtS as an isolated structure at a distorted geometry.

```
! RIJCOSX wB97M-V def2-TZVPD def2/J DEFGRID3
* xyz 4 5
C 5.3878 -1.0517 2.6460
C 0.0290 2.9888 1.7400
H -2.9535 -3.2072 -0.5156
H -4.4921 -4.3126 -1.9825
C -2.4905 -3.1367 1.8839
C 3.1272 -0.7440 3.4426
C -1.0425 -1.9077 3.3315
C 0.0111 4.8686 3.2658
H -5.3466 -1.4001 0.5027
H 1.2428 0.7273 -4.9979
C 1.0785 -3.9367 -1.9664
H 2.0969 -3.3004 3.3391
H 2.0703 -4.2036 -1.5755
C -4.3466 -3.2411 -2.1829
H 3.9697 -2.6621 2.8023
H -2.1640 -3.1328 -2.0842
H 4.7131 -0.7438 -0.3207
N -0.3406 1.3011 -0.3254
C -3.2146 -0.2554 -2.9619
H 0.1000 1.3145 -3.7788
H -5.3910 -0.5711 -3.0353
H -1.8668 2.0565 1.3465
C 0.8534 4.1028 -1.1089
C 3.6241 4.1116 -1.5315
N 5.6240 0.2570 2.6747
H 0.0707 -0.3978 -4.2807
H -5.7073 0.2828 0.8688
H 2.6950 -0.2272 -3.4326
H -4.7816 0.6592 -4.1387
C -2.2946 -2.0711 2.7516
C 2.8085 5.0355 -2.1947
H 6.1823 -1.7035 2.2818
H -0.2151 4.1201 -0.8999
H -4.8840 1.0237 -2.4126
H -0.8678 1.9881 -0.8645
H -5.2376 -2.7113 -1.8135
C 0.7250 0.4575 -4.0649
H -1.9418 5.4980 3.9492
C -2.0704 3.7703 2.6606
C 1.7648 0.1580 -2.9837
H -2.9545 -1.0019 -3.7283
H 1.9828 -2.6099 -3.4441
H 3.2516 5.7533 -2.8858
H 0.7898 5.7801 -2.4532
H -3.6377 1.0365 -0.2600
H 0.4593 -4.8009 2.2762
C 1.7864 -1.2252 3.6958
Br -4.3280 -3.4192 1.2681
C -3.7644 -0.0356 -0.0281
H 3.4927 0.4424 0.1531
H 3.6856 2.5282 -0.0398
C 1.3674 -2.4943 3.4038
H 0.5394 5.6504 3.8143
H 2.0180 1.0752 -2.4304
H 2.2794 -1.5903 0.3394
C 0.7243 3.9669 2.4729
H 3.1281 -2.3418 -1.0230
C 1.4293 5.0414 -1.9673
H 2.6376 1.3591 3.7326
C 4.6923 1.0839 3.1557
C 2.6896 -1.3993 -0.6634
H 4.7027 4.1007 -1.7064
P -2.8508 -0.9609 -1.3189
C -0.3072 -4.0205 2.3609
H 3.8873 0.2128 -1.5673
C 0.0026 -2.8225 3.0583
H 1.8061 4.0230 2.3929
H -0.8441 -1.0593 3.9968
C 3.0610 3.1970 -0.6372
H -4.2763 -3.1148 -3.2704
S 0.9025 1.9159 0.5809
H 0.3751 -3.8961 -1.1216
H -2.5058 0.5762 -3.0888
C 1.6626 3.1562 -0.4745
C -1.5670 -4.1854 1.7740
C -1.3839 4.7789 3.3463
H -3.1585 3.6848 2.7188
P 1.2537 -1.1043 -1.7596
C 1.1142 -2.6278 -2.7653
C -1.3512 2.8557 1.8817
C -5.2464 -0.3757 0.1215
C 3.4220 0.6360 3.5199
H -3.1052 -1.3810 2.9671
C -4.6515 0.2346 -3.1369
C 3.7493 -0.3037 -0.6094
C -3.0417 -2.7640 -1.5260
C 4.1552 -1.6072 2.9972
H -5.8065 -0.2818 -0.8176
H 1.0613 -0.4660 4.0378
H -3.2370 -0.1994 0.9261
H -1.8240 -5.0952 1.2439
H 4.9308 2.1485 3.2060
Pt -0.6934 -0.5752 -0.7368
H 0.2113 -2.5287 -3.3852
H 0.7587 -4.7530 -2.6300
*
```

Calculated values
Largest force on an atom   4.3 eV/A
Gap between HOMO and LUMO (alpha / beta)   5.507 / 3.511 eV
<S²>   6.09
ΔE to the lowest compared entry with this formula, charge and spin   0.0 kJ/mol
HOMO (alpha / beta)   -17.93 / -18.61 eV
Total energy   -5322.5767 Ha

[5]
Density functional theory data (ωB97M-V/def2-TZVPD) for a 5-piece molecular cluster, C37H51F3N2O14 overall at a distorted geometry.

```
! RIJCOSX wB97M-V def2-TZVPD def2/J DEFGRID3
* xyz 0 1
H -2.6714 -1.1102 3.8111
H -1.2379 1.2734 -6.9276
H 3.7097 1.7955 2.1432
C 2.6517 1.6617 2.3990
H -3.5885 4.0771 -1.7027
H -2.3331 0.9550 -8.2808
H 1.3375 -3.2542 -1.9960
H 2.6009 0.6667 2.8603
C 6.3644 0.1159 -5.2546
C 6.5053 -1.1691 -6.0345
O -3.5109 -3.5231 7.0756
C -0.1187 -1.5712 -1.8605
O -5.4429 1.8035 -5.7503
C -1.6822 -3.7745 4.9555
H 4.2637 0.2879 -5.8341
C -3.6319 -6.8253 7.8880
H 1.7928 -0.4910 1.2706
C -4.5646 2.3369 -4.8626
H 7.5545 -1.4552 -6.1111
C -2.3123 -0.2114 -0.3905
H 2.7087 -2.2882 -3.3665
H -5.1250 0.5742 -7.3972
H 6.9217 0.0516 -4.3155
H 6.1347 -1.0452 -7.0529
O 0.0681 -2.0983 5.1761
H -3.1315 -6.8621 8.8594
N 1.9320 -1.6518 -3.1724
H -1.8412 -1.8743 5.9273
C -3.8085 -4.6293 7.3953
O 6.4172 3.4381 -5.9654
H 0.6756 1.6483 1.5634
C 2.3054 2.6220 3.4563
C 6.1439 2.3243 -5.6631
C -2.7150 1.2170 -0.1104
H -0.2570 -0.6678 -2.4681
C -3.3155 1.2322 -6.3825
H 3.1581 4.4131 -1.8555
C 0.9116 3.7319 0.2661
F 0.6453 4.1873 1.5225
H 0.6915 -1.8856 0.0916
H -1.5001 -4.2635 5.9050
H 4.5175 3.7713 1.4428
C -3.1093 2.9719 1.5166
H -4.0353 -8.9270 7.6366
C 3.4168 3.3619 -1.6796
C -3.4559 -8.1359 7.1603
H 1.7092 4.1557 4.9923
H -2.4817 0.9832 2.0116
H -2.7249 -3.9230 4.6837
C -4.7049 1.4611 -6.9275
C -1.6603 -1.5138 3.8090
H 4.4737 3.2601 -1.9479
O -4.9409 -4.9541 8.0647
H -1.5028 -2.0806 2.8901
C -1.3543 -2.3081 5.0516
F 1.2136 4.8031 -0.4809
C 0.3696 -0.9284 4.5646
C -3.3677 3.4138 -0.8737
C 3.2249 3.0862 -0.1610
O 5.0515 1.9673 -4.9367
H -3.6689 4.8679 0.6333
O -3.2850 2.1455 -5.2758
H 2.8769 0.2025 0.0549
C 0.1218 -1.0882 -0.4127
N 1.8567 2.7059 0.1884
C -3.4045 3.8268 0.4539
C 3.8627 4.2226 0.6851
H 1.7145 3.0395 -2.9976
C 1.8617 0.2671 0.4774
C -2.2051 1.5275 -7.3616
C -1.1698 -0.8365 0.3981
C 2.5404 2.4560 -2.5868
H -4.7574 2.2976 -7.6293
H 4.5099 4.8609 0.0751
H -2.4066 -8.4310 7.1556
H -1.0441 -4.2675 4.2169
C -5.0665 -6.3800 8.0316
H 4.5306 0.1421 -4.0843
H -5.6893 -6.6566 7.1772
O -4.8704 2.8946 -3.8609
H -5.5318 -6.7442 8.9448
H -2.1755 2.5908 -7.6029
H -0.9024 -0.1784 1.2323
C 4.9372 0.5418 -5.0117
H 3.1775 2.0433 -3.3799
C 1.1418 -2.2340 -2.3669
H 3.1430 4.8309 1.2371
C 2.1092 3.5026 4.2478
H 5.9600 -1.9805 -5.5513
H -3.0148 1.6982 -2.1812
C -2.7494 1.6738 1.2122
H 2.1707 1.5992 -2.0163
F -0.2894 3.2680 -0.1878
C 1.7020 1.6407 1.1783
H -3.7647 -8.0438 6.1180
H -1.0052 -2.2011 -1.9652
O 6.8788 1.2302 -5.9979
H 3.8490 2.2012 0.0174
H -3.2101 0.2184 -5.9857
O -0.6945 -0.4599 3.8595
O 1.4255 -0.3846 4.6186
O 0.8594 0.1188 -0.5069
H -1.5055 -1.7796 0.8463
O -3.0653 -5.7364 7.1398
H -3.1523 3.3075 2.5485
O -2.9159 -0.8202 -1.2514
C -3.0298 2.0735 -1.1621
*
```

Calculated values
Largest force on an atom   1.4 eV/A
Gap between HOMO and LUMO   9.247 eV
HOMO   -8.88 eV
Total energy   -2902.9360 Ha
SMILES   [H]/N=C/C[C@H](CC(=O)c1ccccc1)OC[C@@H](CC#C)N([C@H](C)CC)C(F)(F)F.C[C@@H]1COC(=O)O1.C[C@@H]1COC(=O)O1.C[C@@H]1COC(=O)O1.C[C@@H]1COC(=O)O1